Computed, not measured: 8 unconnected molecules or ions with the total composition C40H116Cl4N18O6P6 in a non-equilibrium geometry, with ωB97M-V/def2-TZVPD.

Last column: Löwdin charge in e.
Element x y z (Å)
C 3.33 1.60 -2.70  -0.100
N 4.82 1.69 -2.66  -0.305
C 5.51 1.91 -3.92  -0.085
P 5.58 1.45 -1.25  0.487
O 4.59 0.85 -0.34  -0.314
N 6.97 0.51 -1.46  -0.292
C 6.73 -0.79 -2.05  -0.114
C 8.25 1.09 -1.73  -0.140
N 6.18 2.91 -0.86  -0.308
C 5.49 4.08 -1.26  -0.105
C 6.76 2.96 0.47  -0.100
H 2.99 1.24 -1.72  0.025
H 2.94 0.84 -3.37  0.063
H 2.94 2.60 -2.95  0.088
H 5.26 1.10 -4.58  0.080
H 6.58 1.86 -3.65  0.079
H 5.28 2.84 -4.41  0.078
H 5.89 -1.33 -1.59  0.058
H 6.49 -0.68 -3.14  0.087
H 7.61 -1.45 -1.98  0.091
H 9.09 0.86 -1.02  0.095
H 8.60 0.74 -2.71  0.081
H 8.20 2.17 -1.75  0.067
H 4.73 4.36 -0.54  0.077
H 6.16 4.93 -1.28  0.095
H 5.01 3.92 -2.22  0.070
H 7.88 2.95 0.44  0.096
H 6.36 2.17 1.10  0.020
H 6.46 3.90 0.97  0.089
C -1.06 5.68 -2.47  -0.098
N -0.69 4.32 -1.93  -0.288
C -0.27 4.40 -0.56  -0.132
P -1.92 3.23 -2.26  0.439
O -3.17 3.57 -1.58  -0.267
N -2.05 3.15 -3.87  -0.302
C -3.32 3.06 -4.55  -0.096
C -0.96 3.19 -4.82  -0.124
N -1.41 1.77 -1.72  -0.253
C -1.90 1.19 -0.44  -0.097
C -0.36 0.99 -2.35  -0.095
H -0.20 6.29 -2.78  0.080
H -1.60 6.30 -1.75  0.086
H -1.59 5.57 -3.40  0.060
H 0.36 3.54 -0.33  0.055
H -1.14 4.42 0.14  0.089
H 0.25 5.37 -0.50  0.091
H -3.27 2.29 -5.32  0.078
H -4.07 2.77 -3.83  0.058
H -3.74 3.96 -5.05  0.096
H -0.02 3.15 -4.25  0.065
H -0.95 2.25 -5.39  0.084
H -1.01 4.00 -5.55  0.091
H -2.90 1.49 -0.17  0.066
H -1.93 0.09 -0.57  0.048
H -1.34 1.41 0.48  0.060
H -0.05 1.30 -3.34  0.061
H -0.74 -0.05 -2.48  0.059
H 0.53 0.88 -1.71  0.075
C 2.47 2.49 1.90  -0.105
N 2.58 3.52 2.93  -0.308
C 3.48 4.62 2.67  -0.104
P 1.57 3.60 4.21  0.463
O 2.01 4.82 4.98  -0.308
N 0.01 3.71 3.80  -0.294
C -0.87 2.62 3.42  -0.097
C -0.57 5.08 3.65  -0.066
N 1.72 2.11 4.94  -0.265
C 0.87 2.02 6.08  -0.160
C 3.15 1.74 5.23  -0.059
H 1.89 1.64 2.31  0.029
H 3.41 2.11 1.47  0.066
H 1.93 2.91 1.01  0.075
H 3.25 5.01 1.68  0.074
H 4.51 4.26 2.73  0.075
H 3.43 5.40 3.42  0.069
H -1.78 3.12 3.06  0.094
H -0.50 2.04 2.57  0.036
H -1.08 1.95 4.27  0.065
H -1.43 5.16 4.34  0.094
H 0.09 5.86 3.97  0.062
H -0.88 5.26 2.64  0.061
H 1.38 2.23 7.06  0.108
H 0.04 2.72 6.02  0.072
H 0.43 1.05 6.24  0.046
H 3.60 2.47 5.89  0.081
H 3.65 1.74 4.28  0.054
H 3.24 0.71 5.58  0.085
C 0.00 -1.86 7.87  -0.102
N -0.80 -1.73 6.64  -0.300
C -0.07 -1.73 5.38  -0.115
P -2.36 -2.27 6.75  0.440
O -2.42 -3.64 7.22  -0.256
N -3.17 -1.20 7.73  -0.306
C -4.59 -1.45 7.88  -0.119
C -2.78 0.17 7.97  -0.119
N -2.93 -2.00 5.23  -0.313
C -3.03 -3.12 4.25  -0.091
C -2.89 -0.67 4.66  -0.112
H 1.00 -1.40 7.74  0.087
H 0.25 -2.91 8.05  0.081
H -0.56 -1.46 8.70  0.068
H 0.74 -2.48 5.42  0.104
H 0.17 -0.76 4.96  0.054
H -0.70 -2.22 4.63  0.045
H -5.00 -2.09 7.11  0.073
H -4.76 -1.96 8.84  0.088
H -5.22 -0.57 7.92  0.080
H -1.70 0.24 7.81  0.056
H -3.41 0.83 7.34  0.084
H -3.07 0.42 9.02  0.096
H -3.09 -4.11 4.76  0.090
H -3.99 -3.07 3.69  0.075
H -2.19 -3.11 3.55  0.058
H -2.36 0.03 5.32  0.062
H -3.93 -0.34 4.40  0.104
H -2.31 -0.68 3.76  0.054
C -4.37 -0.11 -2.10  -0.104
N -5.04 -1.38 -2.15  -0.304
C -6.23 -1.43 -2.98  -0.105
P -4.54 -2.71 -1.37  0.427
O -4.52 -3.87 -2.26  -0.266
N -3.07 -2.33 -0.80  -0.257
C -1.89 -2.52 -1.68  -0.066
C -2.84 -2.18 0.65  -0.088
N -5.54 -2.87 -0.05  -0.312
C -6.20 -1.79 0.69  -0.095
C -5.84 -4.20 0.50  -0.100
H -4.91 0.63 -2.75  0.095
H -3.37 -0.17 -2.57  0.070
H -4.25 0.37 -1.10  0.073
H -6.02 -0.96 -3.95  0.081
H -7.12 -0.94 -2.52  0.094
H -6.51 -2.45 -3.16  0.068
H -2.21 -2.42 -2.72  0.051
H -1.19 -1.76 -1.46  0.020
H -1.44 -3.47 -1.49  0.092
H -3.72 -1.89 1.15  0.042
H -2.29 -3.04 1.08  0.090
H -2.10 -1.39 0.87  0.043
H -6.12 -0.87 0.13  0.072
H -7.23 -2.09 0.83  0.080
H -5.69 -1.74 1.70  0.085
H -5.42 -4.99 -0.14  0.079
H -6.90 -4.45 0.57  0.081
H -5.44 -4.27 1.53  0.075
C -2.94 -2.08 -5.59  -0.143
N -2.06 -2.58 -6.59  -0.326
C -2.76 -2.59 -7.85  -0.088
P -0.98 -3.75 -6.24  0.451
O -0.24 -4.12 -7.44  -0.272
N -0.26 -3.08 -4.90  -0.285
C 0.28 -1.67 -5.03  -0.065
C 0.50 -3.95 -4.04  -0.114
N -1.63 -5.09 -5.54  -0.304
C -1.69 -6.30 -6.27  -0.134
C -2.54 -5.03 -4.38  -0.108
H -3.68 -2.81 -5.31  0.066
H -3.49 -1.15 -6.01  0.117
H -2.35 -1.79 -4.67  0.063
H -2.71 -1.56 -8.19  0.087
H -3.79 -2.91 -7.63  0.092
H -2.22 -3.32 -8.40  0.063
H -0.49 -0.98 -5.41  0.059
H 0.44 -1.37 -3.98  0.057
H 1.06 -1.64 -5.81  0.095
H 1.38 -4.38 -4.50  0.086
H 0.86 -3.44 -3.16  0.048
H -0.10 -4.81 -3.80  0.063
H -2.61 -6.48 -6.89  0.095
H -0.85 -6.34 -6.96  0.072
H -1.69 -7.14 -5.59  0.073
H -2.40 -4.08 -3.92  0.019
H -2.32 -5.85 -3.69  0.090
H -3.59 -5.18 -4.64  0.085
Cl 4.89 -2.47 2.68  0.545
C 6.48 -2.17 1.90  -0.627
C 6.71 -0.70 1.53  -0.659
Cl 6.92 0.34 2.96  0.575
H 6.55 -2.73 0.97  0.071
H 7.24 -2.55 2.60  0.072
H 5.92 -0.32 0.90  0.019
H 7.65 -0.68 1.06  0.045
Cl 0.58 -0.74 1.85  0.627
C 1.02 -1.43 0.27  -0.622
C 2.47 -1.03 -0.03  -0.642
Cl 2.86 -1.57 -1.67  0.632
H 0.41 -0.97 -0.48  0.008
H 0.82 -2.49 0.44  0.073
H 3.23 -1.47 0.61  0.027
H 2.50 0.07 -0.05  0.034

Computed properties:
* relative energy (zero: lowest compared OMol25 entry of this formula, charge and spin): 34.0 kJ/mol
* M: 1273.14 g mol⁻¹
* orbital gap: 8.63 eV
* structure (SMILES): CN(C)P(=O)(N(C)C)N(C)C.CN(C)P(=O)(N(C)C)N(C)C.CN(C)P(=O)(N(C)C)N(C)C.CN(C)P(=O)(N(C)C)N(C)C.CN(C)P(=O)(N(C)C)N(C)C.CN(C)P(=O)(N(C)C)N(C)C.ClCCCl.ClCCCl
* F_max: 2.95 eV/A
* E_LUMO: 0.26 eV
* net charge: 0